Computed, not measured: 8 unconnected molecules or ions with the total composition C28H39N4O10 at a distorted geometry, with ωB97M-V/def2-TZVPD.

```
81
Properties=species:S:1:pos:R:3:forces:R:3:lowdin_charge:R:1
O 0.10224 -0.12115 0.18821 0.5422 0.3775 -0.2405 -0.3979
H 0.89839 0.42788 0.22047 0.0698 0.0356 0.3012 -0.0446
C 4.76412 3.42373 0.41794 -0.6013 -1.5241 0.3644 -0.0247
C 3.95404 3.08727 -0.84194 0.1227 1.8770 0.8227 -0.2621
C 2.56593 3.82776 -1.01079 1.8088 -1.1286 -0.2735 -0.0418
O 2.74872 4.48403 -2.30564 -0.7359 -0.4768 1.6988 0.0623
C 4.04452 4.42315 -2.65584 -0.9434 1.0752 -3.2091 -0.6083
O 4.42829 4.94207 -3.68129 0.1075 -0.2584 1.2152 0.1219
O 4.75383 3.67532 -1.87007 1.0132 -0.8834 0.2872 0.0868
H 4.28261 3.01180 1.30971 -0.1866 0.2652 0.0312 0.0824
H 4.94561 4.48748 0.53980 -0.1618 0.0569 -0.1706 0.0884
H 5.71272 2.88661 0.37737 0.1269 0.2180 -0.1862 0.0819
H 3.83071 2.02833 -1.06111 0.2179 -0.0646 0.1860 0.1387
H 2.35704 4.53584 -0.21339 -0.0026 0.2185 -0.1999 0.1303
H 1.86572 2.99550 -0.99541 -0.7502 0.6724 -0.5994 0.0988
C -2.03555 -3.74602 4.37649 -0.4917 -0.6339 -1.1598 -0.0197
C -2.03214 -3.05006 3.00680 1.8508 -0.4053 0.0338 -0.2808
C -0.75593 -3.32312 2.11571 -0.0508 -0.6910 1.8670 -0.0759
O -1.21317 -4.22489 1.11197 0.0239 0.8434 -1.3836 0.0712
C -2.55167 -4.14952 1.02948 -0.8683 -1.4876 0.3051 -0.5663
O -3.29109 -4.61387 0.20445 1.1892 0.5070 0.2006 0.1493
O -3.01920 -3.68654 2.19590 -1.2662 1.6566 0.7056 0.0682
H -1.67366 -4.74407 4.11490 0.1921 -0.1397 0.7583 0.0852
H -3.06627 -3.87091 4.71290 -0.0493 0.1386 -0.0549 0.0799
H -1.49160 -3.26713 5.18463 0.3823 0.0957 -0.2911 0.0788
H -2.06661 -1.96974 3.15421 -1.0559 0.0353 -0.5150 0.1109
H -0.02952 -3.92351 2.66701 0.2377 0.4125 0.1057 0.1276
H -0.30502 -2.39012 1.78114 -0.1055 -0.1966 -0.6753 0.1028
C -5.18758 0.90579 -1.30377 -1.1340 -0.2918 -0.3141 -0.0226
C -3.81699 0.44614 -1.69482 1.8554 -0.6853 0.8474 -0.2995
C -3.26396 -0.74711 -0.87548 -1.6654 -0.3747 0.6576 -0.0817
O -3.42760 -1.85103 -1.76069 0.4205 -0.5319 -0.2546 0.0637
C -3.59790 -1.41223 -3.02077 0.6508 -0.3408 0.4435 -0.5967
O -3.56150 -2.08521 -4.00043 -0.2555 -0.2126 -0.1377 0.1513
O -3.73720 -0.09225 -3.01584 -0.5994 1.4320 -0.6665 0.0918
H -5.35609 0.87210 -0.22683 0.4251 0.4323 0.0828 0.0811
H -5.96872 0.22889 -1.66824 0.2856 -0.2192 -0.2291 0.0942
H -5.45339 1.87411 -1.72588 0.2134 0.1424 0.2065 0.0830
H -3.04119 1.20725 -1.59251 -0.4085 0.4444 -0.3928 0.1321
H -3.94573 -0.96859 -0.04965 0.2434 0.1346 0.2143 0.1270
H -2.25068 -0.67265 -0.47962 0.1638 0.1140 -0.4559 0.1103
N 1.45234 -1.01936 -2.22968 0.5730 -0.7085 -0.2300 0.0074
C 2.73830 -0.76721 -2.63685 -0.7016 0.3974 -0.5317 -0.1515
C 2.78131 -0.94220 -4.01226 0.9317 0.2995 0.9409 -0.1214
C 1.52036 -1.41227 -4.41217 -0.6463 -0.0449 -0.6037 -0.1265
C 0.73391 -1.49556 -3.30018 -0.2859 0.8633 0.9906 -0.1292
H 1.04997 -0.71762 -1.33974 -0.4338 -0.4257 0.0860 0.0657
H 3.49250 -0.47923 -1.92271 0.0525 0.1471 -0.0950 0.0929
H 3.65256 -0.68010 -4.59194 -0.0873 -0.3064 -0.2341 0.0834
H 1.12257 -1.55658 -5.40452 0.3284 -0.2510 -0.0751 0.0900
H -0.29967 -1.76138 -3.14741 -0.0269 -0.0114 -0.2451 0.1109
N 2.38779 -2.01981 0.98096 -0.7839 -0.6317 0.4793 0.0029
C 2.96877 -3.16279 0.50709 1.1328 1.3718 -0.1437 -0.1240
C 3.94346 -3.50684 1.42367 -0.8084 -0.8488 -0.1798 -0.1209
C 3.75953 -2.68863 2.56964 -0.2120 -0.2243 0.3073 -0.1247
C 2.71786 -1.82416 2.30143 1.0485 0.5880 -1.1310 -0.1397
H 1.92228 -1.33413 0.40496 -0.8693 -0.3751 0.3131 0.0797
H 2.71769 -3.49188 -0.48766 0.2520 -0.1176 -0.0237 0.1087
H 4.60529 -4.35094 1.30752 0.0236 0.0166 0.1924 0.0819
H 4.30336 -2.80504 3.49340 -0.0999 0.1316 0.0701 0.0803
H 2.29060 -0.97413 2.80648 0.1429 -0.0656 0.2520 0.0928
N -0.56252 2.11554 -1.23274 0.0233 0.3040 0.3274 -0.0051
C -0.12043 2.31142 -2.51639 1.3525 -1.8205 0.0538 -0.1621
C -0.17056 3.61826 -2.85585 -1.8798 1.0461 0.6402 -0.1118
C -0.90169 4.21533 -1.78304 0.5373 1.1595 0.6316 -0.1292
C -1.00988 3.32206 -0.74231 -0.1677 -0.5349 -0.8514 -0.1517
H -0.37884 1.25314 -0.64758 -0.3654 0.1408 -0.6247 0.0669
H 0.29878 1.45522 -3.02925 0.0558 0.1216 -0.1065 0.1064
H 0.12405 4.22267 -3.69518 0.1145 -0.6327 -0.4184 0.0977
H -1.25286 5.23952 -1.78468 0.1817 -0.0216 0.1970 0.0834
H -1.37733 3.39816 0.26778 -0.1565 0.1122 -0.0557 0.0941
N -1.22615 0.60109 2.42108 -0.6210 1.2942 0.7709 0.0224
C -2.50574 1.05898 2.38483 -0.3862 -0.5093 -0.4774 -0.1655
C -3.07650 0.92601 3.61972 -0.6399 0.3227 -0.1748 -0.1354
C -2.09030 0.43072 4.47653 1.4145 0.5323 0.5210 -0.1390
C -0.90543 0.34111 3.74406 -0.7231 -0.6268 -1.0261 -0.1332
H -0.70683 0.54588 1.52299 0.7983 -0.6935 0.3325 0.0645
H -2.95502 1.41483 1.46969 0.0899 -0.1157 -0.0842 0.0995
H -4.08455 1.21224 3.87651 0.0166 -0.0879 0.0343 0.0868
H -2.18647 0.35818 5.54885 0.1113 -0.2261 -0.0066 0.0839
H 0.11295 0.08816 3.98588 -0.0968 -0.2075 0.2529 0.0915
```
Positions in Å, forces in eV/Å.

Values from the calculation:
* gap between HOMO and LUMO: 8.19 eV
* total charge: -1
* ΔE to the lowest compared entry with this formula, charge and spin: 1.3889 eV
* DFT total energy: -2061.82564 hartree
* HOMO: -5.892 eV
* F_max: 3.5 eV Å⁻¹
* LUMO level: 2.295 eV